Entry 1:
A cluster of 2 separate species, C5H15N2 in total. Source: the Open Molecules 2025 dataset; level of theory: the ωB97M-V functional and the def2-TZVPD basis.

```
22
Properties=species:S:1:pos:R:3:forces:R:3
C -1.0382 0.3797 -0.4089 1.71 0.95 -0.82
C -0.4387 -0.9523 -0.1456 -2.76 -0.21 2.07
C 0.0914 -1.2674 1.1887 0.58 -0.35 0.34
C 1.6448 -1.0651 1.2682 -0.06 0.18 -0.48
C 2.2831 -1.7393 0.0319 -1.69 0.46 0.00
N -0.6108 3.3231 -1.4762 0.09 -0.34 -0.05
N -2.4015 0.4482 0.1342 0.08 -1.82 -0.20
H -1.0698 0.5879 -1.4807 0.00 0.12 0.15
H -0.4303 1.1483 0.0567 0.00 0.16 -0.05
H 0.1209 3.8814 -1.0606 0.08 0.13 -0.02
H -0.8648 -1.7993 -0.6786 0.52 -0.03 -0.67
H -0.3550 -0.6058 1.9469 0.01 0.13 -0.33
H -0.1395 -2.3022 1.4669 0.08 0.09 -0.26
H 1.9908 -1.4506 2.2208 0.10 0.03 0.08
H 1.8217 0.0115 1.2311 0.12 -0.08 0.11
H 3.2438 -1.3327 -0.2586 0.18 -0.26 0.14
H 1.5296 -1.4700 -0.7502 0.80 -0.15 -0.38
H -0.5114 3.3868 -2.4858 -0.13 0.16 0.21
H 2.2301 -2.8270 0.0864 0.41 0.06 0.02
H -1.4934 3.7297 -1.1960 -0.04 0.11 -0.17
H -2.5306 -0.2336 0.8819 -0.06 0.43 0.37
H -3.0723 0.1487 -0.5723 -0.01 0.22 -0.06
```
Forces are in eV/Å.

Output
**Kohn-Sham gap**: 6.466 eV
**Charge**: +1
**F_max**: 3.5 eV/Å
**Energy**: -308.66709 hartree



Entry 2:
A structure of composition C30H39I2IrN8O2S2. Source: the Open Molecules 2025 dataset; level of theory: the ωB97M-V functional and the def2-TZVPD basis.

```
84
Properties=species:S:1:pos:R:3:forces:R:3
Ir -0.0598 0.0949 0.2016 -2.77 -0.71 -3.30
O -2.9798 -0.2934 3.9871 -0.06 -0.26 0.34
C -3.9592 0.3920 3.4501 0.86 0.48 -1.00
C -5.2198 0.2620 4.0946 -0.53 0.20 -0.06
C -6.3667 0.8484 3.5856 -0.07 -0.36 0.52
C -6.2843 1.6062 2.4493 0.38 0.41 -0.39
C -5.0191 1.8940 1.7654 -0.12 -0.79 0.09
C -3.8234 1.1814 2.3003 -1.17 -0.11 1.15
C -2.5752 1.1707 1.5952 1.10 -0.01 -0.60
O -1.6522 0.4162 1.9477 -0.80 0.41 0.54
N -2.4236 0.9476 -0.7838 -0.91 0.44 -0.24
N -1.3387 0.7417 -1.5687 1.30 -0.93 2.33
C -1.4574 0.4393 -2.8176 0.08 0.01 -0.51
S -2.9740 0.3690 -3.6820 0.31 0.19 0.23
C -2.1693 0.5585 -5.3058 -0.01 0.09 0.06
C -0.8837 -0.2396 -5.2933 0.06 -0.01 0.17
S -0.0158 0.1402 -3.7336 -0.11 -0.09 0.02
H -2.1764 -0.2292 3.4236 -0.10 0.04 0.01
H -5.2581 -0.3447 4.9941 0.03 0.00 -0.01
H -7.3124 0.6939 4.0892 0.00 0.03 -0.03
H -7.1717 2.0819 2.0444 -0.03 -0.02 0.02
H -4.8845 2.9777 1.9331 -0.10 0.10 0.07
H -1.9796 1.6210 -5.4478 -0.01 -0.01 -0.09
H -2.8620 0.2092 -6.0696 -0.02 -0.03 0.02
H -0.2238 0.0624 -6.1049 0.00 -0.03 -0.02
H -1.0570 -1.3127 -5.3409 -0.02 0.00 -0.04
C 0.7767 -2.3864 0.7001 -0.06 -0.20 0.29
N 0.2388 -3.1085 -0.4120 -0.02 0.08 0.00
C 1.2019 -3.6880 -1.3603 0.09 -0.05 -0.12
C -1.0172 -2.8064 -0.8303 -0.12 -0.13 -0.26
N -1.5355 -1.6304 -0.4794 1.27 0.15 0.40
C -2.9067 -1.3905 -0.3818 -0.39 0.18 0.21
C -3.8326 -2.3679 -0.0035 0.14 0.03 -0.04
C -5.1606 -2.0409 0.1938 -0.08 -0.03 0.01
C -5.5801 -0.7192 0.1254 0.05 0.05 0.09
C -4.6794 0.3022 -0.1471 -0.04 -0.12 -0.14
C -5.1299 1.7263 0.1794 0.18 0.14 -0.06
C -4.3918 2.9117 -0.4085 -0.04 0.14 0.15
C -3.0963 3.1062 -0.2236 0.02 0.08 0.14
C -2.2239 1.9741 0.2833 0.22 0.17 -0.41
N -0.8105 2.2051 0.3390 0.84 0.16 0.39
C -0.2033 3.3533 0.6099 -0.02 0.34 0.07
N -0.8076 4.4132 1.2257 -0.25 -0.13 -0.15
C -0.7498 5.7572 0.6613 0.09 0.19 0.06
C -1.7123 4.2369 2.3452 -0.03 0.04 -0.06
N 1.0887 3.4960 0.2743 -0.29 -0.08 0.04
C 1.9378 4.5375 0.8516 0.14 0.07 0.14
C 1.7431 2.5220 -0.5740 0.20 -0.25 -0.12
C -3.3669 -0.0563 -0.4980 0.33 -0.46 -0.03
N -1.6156 -3.7144 -1.6275 0.05 0.14 0.21
C -1.4169 -5.1498 -1.4352 -0.05 -0.20 -0.06
C -2.6166 -3.3799 -2.6222 -0.09 -0.01 -0.10
H 1.6277 -2.9271 1.1082 0.14 0.18 0.00
H 0.0359 -2.2810 1.4894 0.02 -0.02 0.06
H 1.2086 -1.3700 0.3977 0.45 -0.11 0.03
H 2.2065 -3.5227 -0.9788 -0.02 0.03 0.04
H 1.1237 -3.2007 -2.3338 -0.04 0.00 0.02
H 1.0669 -4.7587 -1.4904 0.01 0.01 0.05
H -3.4940 -3.3822 0.1641 -0.03 -0.02 -0.05
H -5.8724 -2.8147 0.4496 0.02 -0.01 -0.03
H -6.6196 -0.4792 0.3233 0.01 0.01 0.02
H -6.1828 1.8014 -0.0882 0.00 0.04 0.01
H -4.9973 3.6765 -0.8801 0.04 -0.04 -0.08
H -2.5899 3.9737 -0.6249 -0.02 0.06 0.09
H -0.2185 5.7521 -0.2877 -0.01 -0.03 0.02
H -0.2582 6.4619 1.3346 0.01 -0.02 0.00
H -1.7658 6.1211 0.4856 0.00 -0.05 -0.02
H -1.5921 3.2430 2.7726 0.02 0.00 0.04
H -2.7567 4.4058 2.0606 -0.02 -0.03 0.00
H -1.4623 4.9621 3.1215 0.01 -0.02 0.01
H 1.4599 4.9793 1.7197 0.01 -0.03 -0.01
H 2.1530 5.3181 0.1211 -0.02 -0.01 0.01
H 2.8807 4.0963 1.1713 -0.03 -0.06 -0.03
H 1.2242 2.4167 -1.5270 -0.01 -0.03 0.03
H 1.8020 1.5222 -0.0888 0.06 0.47 -0.14
H 2.7669 2.8340 -0.7591 -0.02 0.11 -0.03
H -0.8218 -5.3431 -0.5486 0.00 0.02 0.00
H -0.9468 -5.6057 -2.3079 0.04 0.04 0.03
H -2.3926 -5.6226 -1.3025 0.00 0.05 0.00
H -2.5926 -2.3201 -2.8469 0.00 0.11 -0.01
H -3.6249 -3.6525 -2.3014 0.02 0.01 0.03
H -2.3925 -3.9378 -3.5328 0.02 0.01 0.02
I 4.2921 -0.6286 0.2855 0.13 0.00 0.01
I 6.9140 -0.8487 0.7302 -0.21 0.01 -0.03
```
Forces are in eV/Å.

Output
**Kohn-Sham gap (spin up / spin down)**: 3.924 / 3.920 eV
**Charge**: +3
**F_max**: 4.4 eV/Å
**Energy**: -3250.05451 hartree
**Multiplicity**: 2



Entry 3:
A structure of composition C36H45Br5F6IMnN6O4P. Source: the Open Molecules 2025 dataset; level of theory: the ωB97M-V functional and the def2-TZVPD basis.

```
105
Properties=species:S:1:pos:R:3:forces:R:3
Mn -1.8155 -0.4133 1.2637 0.58 -0.10 0.19
Br -3.8671 -1.4324 7.7674 0.00 0.00 0.00
C -3.0700 -0.7022 6.2087 0.00 0.00 0.00
C -2.2430 0.4023 6.2945 -0.01 0.00 0.00
Br -1.8791 1.2174 7.9687 0.00 0.00 -0.01
C -1.6600 0.9251 5.1258 -0.01 0.01 0.03
Br -0.5367 2.4504 5.1486 0.03 0.00 -0.01
C -1.8925 0.3479 3.8887 -0.01 -0.05 -0.07
O -1.3810 0.7612 2.7592 -0.11 0.10 0.03
C -2.7484 -0.7927 3.7994 0.01 0.03 0.03
O -2.9276 -1.2720 2.6017 0.07 0.02 0.04
C -3.3244 -1.2952 4.9583 0.01 0.03 -0.01
Br -4.4586 -2.7937 4.7596 0.00 -0.01 0.00
N 0.1262 -1.8691 2.5437 -0.06 0.01 0.11
C 1.1797 -2.2796 2.3278 0.04 -0.03 0.08
N 2.4174 -2.7138 2.0702 -0.01 0.04 -0.11
C 3.3661 -2.7942 3.1739 -0.01 0.00 -0.01
C 4.7620 -2.7693 2.5818 0.00 -0.02 -0.01
O 4.9405 -3.8206 1.6458 0.01 0.01 0.01
C 4.0105 -3.7109 0.5741 -0.01 0.00 -0.01
C 2.5824 -3.7725 1.0770 -0.03 0.00 -0.06
H 3.2191 -3.7200 3.7460 -0.01 0.00 0.00
H 3.2110 -1.9454 3.8378 0.01 0.02 0.00
H 5.5132 -2.9112 3.3585 0.00 0.00 0.00
H 4.9275 -1.8003 2.0926 0.00 0.00 -0.01
H 4.2173 -4.5382 -0.1038 -0.01 0.00 0.00
H 4.1675 -2.7645 0.0421 0.01 0.00 0.00
H 2.3814 -4.7550 1.5238 -0.01 0.01 0.00
H 1.8711 -3.6113 0.2669 0.07 -0.02 0.06
Br -6.1908 3.0229 -2.6113 0.02 -0.01 -0.01
C -4.7372 1.9273 -3.2726 -0.09 0.00 0.05
C -4.4559 2.0126 -4.6310 0.00 -0.02 0.00
C -3.4136 1.2464 -5.1343 -0.01 0.01 0.00
C -2.6723 0.4332 -4.2814 0.01 0.02 0.01
C -2.9706 0.3894 -2.9235 -0.04 0.00 0.05
C -4.0264 1.1358 -2.4180 0.09 -0.04 -0.02
I -4.3305 0.7131 0.2718 -0.30 0.16 -0.10
H -5.0368 2.6595 -5.2774 0.00 0.00 0.00
H -3.1793 1.2893 -6.1919 0.00 0.00 0.00
H -1.8580 -0.1613 -4.6811 0.02 0.00 0.00
H -2.3765 -0.2128 -2.2406 -0.02 0.03 -0.03
N -0.5643 0.5193 0.2504 -0.36 -0.16 -0.34
P 0.4479 1.2698 -0.5692 0.18 0.05 0.18
N 1.2887 0.3572 -1.7114 -0.08 0.05 -0.03
C 2.5995 0.6265 -2.2584 0.03 -0.03 0.02
C 3.4511 -0.6584 -2.2082 0.00 0.00 -0.03
C 2.5461 -1.8947 -2.2877 -0.02 0.02 0.07
C 1.3674 -1.5921 -3.2043 0.01 0.02 0.00
C 0.4778 -0.5328 -2.5378 0.02 0.01 -0.03
N -0.1454 2.6064 -1.3823 -0.02 -0.01 0.05
C 0.6867 3.3522 -2.3167 0.02 -0.02 0.01
C 0.2689 4.8184 -2.3516 0.01 -0.01 0.01
C -1.1842 4.9727 -2.8127 0.00 -0.01 -0.01
C -2.0589 3.8239 -2.2768 0.02 0.01 0.00
C -1.4442 3.1844 -1.0409 0.01 0.00 -0.02
N 1.7828 1.9158 0.2713 0.00 0.06 -0.04
C 1.4178 3.0771 1.0983 -0.01 0.03 0.01
C 2.5852 3.4445 2.0020 0.01 -0.01 0.01
C 2.8315 2.3359 3.0393 -0.02 0.01 0.00
C 2.3490 0.9859 2.4966 -0.02 0.00 -0.01
C 2.5760 0.9073 0.9927 0.00 -0.04 0.05
H 3.0721 1.4224 -1.6859 -0.01 0.00 -0.01
H 2.5188 0.9788 -3.2993 0.00 0.00 -0.01
H 4.0388 -0.6806 -1.2861 0.00 0.01 0.01
H 4.1608 -0.6557 -3.0429 0.01 -0.01 0.00
H 2.1474 -2.1185 -1.2929 0.02 0.02 -0.07
H 3.1095 -2.7708 -2.6214 0.00 0.00 -0.01
H 0.7765 -2.4832 -3.4118 -0.01 -0.02 0.00
H 1.7469 -1.2270 -4.1660 0.00 0.00 0.00
H -0.2572 -1.0052 -1.8820 0.02 -0.01 0.00
H -0.0657 0.0352 -3.3066 0.00 0.00 0.02
H 0.6169 2.9317 -3.3328 0.00 0.00 0.00
H 1.7348 3.2780 -2.0106 0.00 -0.01 -0.01
H 0.9475 5.3789 -3.0012 0.00 0.00 0.00
H 0.3846 5.2296 -1.3447 0.00 0.00 0.00
H -1.2212 4.9804 -3.9065 0.00 0.01 0.01
H -1.5689 5.9420 -2.4827 0.00 0.00 0.02
H -2.1626 3.0492 -3.0389 0.02 0.00 0.00
H -3.0684 4.1688 -2.0452 0.01 0.00 -0.01
H -2.0806 2.3899 -0.6592 -0.01 -0.03 0.01
H -1.3531 3.9304 -0.2355 0.01 0.01 0.00
H 0.5259 2.8712 1.7081 0.00 0.00 0.00
H 1.1727 3.9088 0.4344 0.01 -0.01 0.00
H 2.3892 4.3999 2.4941 -0.01 0.00 0.00
H 3.4707 3.5845 1.3725 0.00 0.00 0.01
H 2.2974 2.5613 3.9636 -0.01 0.00 0.01
H 3.8972 2.2908 3.2881 0.01 0.00 -0.01
H 1.2801 0.8501 2.6890 0.02 -0.01 0.00
H 2.8761 0.1663 2.9928 0.00 -0.02 0.02
H 2.2990 -0.0836 0.6257 0.00 0.01 0.01
H 3.6467 1.0468 0.7702 0.00 0.00 0.00
C -3.2224 -2.9170 -1.4583 0.02 0.00 0.01
C -2.3070 -3.1304 -0.2445 -0.04 0.00 0.06
O -1.7041 -1.9908 0.1585 0.02 -0.08 -0.11
C -1.1698 -4.1108 -0.6562 -0.02 0.02 -0.01
F -1.5987 -5.2166 -1.3092 0.01 0.01 0.03
F -0.4314 -4.5445 0.3845 -0.03 -0.03 -0.01
F -0.3064 -3.5069 -1.4960 0.01 0.02 -0.04
C -3.1420 -3.8237 0.8692 -0.03 0.02 0.00
F -3.5429 -5.0742 0.4756 0.00 0.02 0.02
F -4.2567 -3.1430 1.1256 0.00 -0.03 -0.05
F -2.4687 -3.9912 2.0056 -0.01 0.00 0.00
H -2.6141 -2.5833 -2.2989 0.00 0.00 -0.01
H -3.9216 -2.1210 -1.2066 -0.01 0.01 0.01
H -3.7667 -3.8190 -1.7391 0.00 0.00 0.00
```
Forces are in eV/Å.

Output
**Kohn-Sham gap (spin up / spin down)**: 5.308 / 6.172 eV
**Charge**: -2
**F_max**: 0.6 eV/Å
**Energy**: -17287.80316 hartree
**Multiplicity**: 6